1.
Molecular formula: C5H5NO2
Method: DFT, ωB97M-V with the def2-TZVPD basis set

Its total energy is -398.70719 hartree. The value obtained for the energy above the lowest of the compared OMol25 structures with the same formula, charge and spin is 44.7 kcal per mole. For the LUMO energy, the calculation gives -0.0051 Ha. As for the charge: 0. The HOMO-LUMO gap comes out at 9.9 eV.

Structure (XYZ):
```
13
Properties=species:S:1:pos:R:3:mulliken_charge:R:1
C -2.14 -0.59 0.57 -1.08
C -1.08 0.27 -0.08 0.60
O -1.35 1.26 -0.68 -0.49
C 0.28 -0.27 -0.40 0.42
O 0.29 -1.27 -1.04 -0.48
C 1.41 0.67 -0.15 -0.33
C 2.81 0.08 0.03 0.14
N 3.92 -0.16 0.13 -0.37
H -1.54 -1.45 0.75 0.33
H -2.75 -0.89 -0.25 0.32
H -2.55 -0.14 1.42 0.34
H 1.42 1.23 -1.04 0.28
H 1.29 1.27 0.73 0.33
```

---

2.
Molecular formula: C5H5NO2
Method: DFT, ωB97M-V with the def2-TZVPD basis set

Its total energy is -398.48075 hartree. The value obtained for the energy above the lowest of the compared OMol25 structures with the same formula, charge and spin is 186.8 kcal per mole. For the LUMO energy, the calculation gives -0.0272 Ha. As for the charge: 0. The HOMO-LUMO gap comes out at 9.7 eV.

Structure (XYZ):
```
13
Properties=species:S:1:pos:R:3:mulliken_charge:R:1
C 3.17 -2.19 0.05 -0.02
C 2.49 -1.24 -0.16 -0.65
C -0.20 -0.07 -0.26 -0.05
C 1.10 0.17 -0.20 0.18
C -1.23 1.00 -0.29 -1.05
N 1.81 1.40 -0.20 0.95
O 1.14 2.41 -0.14 -0.59
O 3.02 1.37 -0.27 -0.55
H 3.89 -2.96 0.14 0.44
H -0.53 -1.10 -0.29 0.39
H -1.20 1.57 0.64 0.30
H -1.02 1.71 -1.08 0.32
H -2.23 0.58 -0.42 0.34
```

---

3.
Molecular formula: C5H5NO2
Method: DFT, ωB97M-V with the def2-TZVPD basis set

Its total energy is -398.63009 hartree. The value obtained for the energy above the lowest of the compared OMol25 structures with the same formula, charge and spin is 93.1 kcal per mole. For the LUMO energy, the calculation gives -0.0255 Ha. As for the charge: 0. The HOMO-LUMO gap comes out at 9.3 eV.

Structure (XYZ):
```
13
Properties=species:S:1:pos:R:3:mulliken_charge:R:1
C 1.32 0.86 1.17 -1.08
C 0.35 0.42 0.04 0.42
C -0.66 1.00 -0.63 -0.59
C -1.68 -0.24 -1.06 0.46
C 0.38 -1.06 -0.22 0.41
H 2.64 0.31 1.34 0.26
H 1.35 1.97 1.21 0.35
H 0.82 0.52 2.43 0.24
H -1.22 1.89 -0.69 0.44
H -1.06 -2.23 -1.37 0.32
N -0.66 -1.21 -0.99 -0.13
O -2.78 -0.41 -1.52 -0.51
O 1.21 -1.80 0.27 -0.58
```

---

4.
Molecular formula: C5H5NO2
Method: DFT, ωB97M-V with the def2-TZVPD basis set

Its total energy is -398.62525 hartree. The value obtained for the energy above the lowest of the compared OMol25 structures with the same formula, charge and spin is 96.2 kcal per mole. For the LUMO energy, the calculation gives 0.0135 Ha. As for the charge: 0. The HOMO-LUMO gap comes out at 9.9 eV.

Structure (XYZ):
```
13
Properties=species:S:1:pos:R:3:mulliken_charge:R:1
C 3.19 1.70 -2.12 -0.48
C 2.28 1.03 -1.67 -0.14
C 1.24 0.32 -1.11 0.42
C 0.32 -0.27 -0.58 0.02
C -0.74 -1.09 0.03 0.37
O -0.46 -2.19 0.49 -0.56
O -1.89 -0.90 -0.66 -0.44
H 4.00 2.26 -2.55 0.43
H -2.42 -1.71 -0.63 0.33
N -1.32 0.10 1.99 -0.72
H -2.04 -0.46 2.44 0.25
H -0.49 0.16 2.59 0.25
H -1.67 1.04 1.78 0.25
```

---

5.
Molecular formula: C5H5NO2
Method: DFT, ωB97M-V with the def2-TZVPD basis set

Its total energy is -398.62369 hartree. The value obtained for the energy above the lowest of the compared OMol25 structures with the same formula, charge and spin is 97.1 kcal per mole. For the LUMO energy, the calculation gives 0.0115 Ha. As for the charge: 0. The HOMO-LUMO gap comes out at 8.5 eV.

Structure (XYZ):
```
13
Properties=species:S:1:pos:R:3:mulliken_charge:R:1
C 0.35 -1.38 1.39 -0.77
C 0.59 -0.39 0.55 0.53
O 1.90 0.01 0.16 -0.32
C 1.45 1.15 -0.70 -0.38
C 0.12 1.24 -0.81 -0.08
N -0.53 0.43 0.06 -0.03
C -1.83 -0.25 -0.52 0.19
O -2.50 0.46 -1.25 -0.47
H -0.67 -1.52 1.98 0.19
H 1.24 -1.90 1.92 0.25
H 2.41 1.37 -1.44 0.25
H -0.63 1.96 -1.35 0.30
H -1.91 -1.17 0.02 0.33
```

---

6.
Molecular formula: C5H5NO3
Method: DFT, ωB97M-V with the def2-TZVPD basis set

Its total energy is -473.90614 hartree. The value obtained for the energy above the lowest of the compared OMol25 structures with the same formula, charge and spin is 51.8 kcal per mole. For the LUMO energy, the calculation gives 0.0150 Ha. As for the charge: 0. The HOMO-LUMO gap comes out at 10.3 eV.

Structure (XYZ):
```
14
Properties=species:S:1:pos:R:3:mulliken_charge:R:1
O 0.94 -2.25 -0.99 -0.41
C 1.19 -1.32 -0.29 -0.38
C 0.07 -0.48 0.42 1.31
C -0.64 -1.08 1.56 -0.18
O -1.73 -0.80 1.84 -0.36
N 0.69 0.82 0.73 -0.61
C 0.20 1.68 -0.07 -0.08
C -0.69 1.12 -1.08 -0.33
O -0.95 -0.20 -0.57 -0.44
H 2.16 -0.87 -0.25 0.43
H -0.03 -1.99 2.04 0.19
H 0.60 2.77 0.00 0.32
H -1.70 1.47 -1.43 0.27
H -0.10 1.12 -1.92 0.27
```

---

7.
Molecular formula: C5H5NO4S
Method: DFT, ωB97M-V with the def2-TZVPD basis set

Its total energy is -947.21006 hartree. The value obtained for the energy above the lowest of the compared OMol25 structures with the same formula, charge and spin is 107.7 kcal per mole. For the LUMO energy, the calculation gives 0.0108 Ha. As for the charge: 0. The HOMO-LUMO gap comes out at 10.7 eV.

Structure (XYZ):
```
16
Properties=species:S:1:pos:R:3:mulliken_charge:R:1
N 3.32 -0.13 0.20 -0.44
C 2.32 -0.74 0.16 0.56
O 1.30 -1.57 0.30 -0.32
C 0.02 -1.03 0.33 -0.46
C -0.61 -0.78 -1.04 -0.46
O 0.08 0.24 -1.74 -0.43
C 0.18 1.37 -1.10 0.50
C 0.41 2.30 -0.40 -0.22
S 0.62 3.77 0.51 0.81
O -0.54 4.56 0.25 -0.55
O 0.80 3.36 1.84 -0.55
H -0.15 -0.09 0.87 0.43
H -0.61 -1.98 0.79 0.28
H -0.85 -1.60 -1.70 0.38
H -1.69 -0.40 -0.81 0.31
H 1.72 4.48 0.05 0.17
```

---

8.
Molecular formula: C5H5NS
Method: DFT, ωB97M-V with the def2-TZVPD basis set

Its total energy is -646.40987 hartree. The value obtained for the energy above the lowest of the compared OMol25 structures with the same formula, charge and spin is 27.0 kcal per mole. For the LUMO energy, the calculation gives 0.0357 Ha. As for the charge: 0. The HOMO-LUMO gap comes out at 8.7 eV.

Structure (XYZ):
```
12
Properties=species:S:1:pos:R:3:mulliken_charge:R:1
C -0.84 -0.75 1.37 -0.33
C 0.23 0.55 -0.11 0.25
C 0.82 0.77 -1.32 -0.48
C 0.08 -1.44 -1.20 -0.87
C -0.21 -0.79 0.00 0.12
H -0.31 -1.30 2.14 0.27
H -1.91 -0.94 1.38 0.28
H 1.39 1.60 -1.72 0.37
H 0.97 -0.58 -2.92 0.21
H -0.13 -2.44 -1.59 0.35
N 0.67 -0.45 -1.95 0.03
S -0.33 1.04 1.50 -0.20
```

---

9.
Molecular formula: C5H5O2S
Method: DFT, ωB97M-V with the def2-TZVPD basis set

Its total energy is -742.15180 hartree. The value obtained for the energy above the lowest of the compared OMol25 structures with the same formula, charge and spin is 46.8 kcal per mole. For the LUMO energy, the calculation gives 0.1289 Ha. As for the charge: -1. The HOMO-LUMO gap comes out at 7.2 eV.

Structure (XYZ):
```
13
Properties=species:S:1:pos:R:3:mulliken_charge:R:1
C -0.98 0.68 0.01 -0.18
C -0.69 1.92 -0.15 0.63
C 0.04 -0.31 0.19 0.56
C 2.42 -0.61 -0.22 -0.64
C 1.45 0.14 0.30 -0.21
O -0.74 3.09 -0.38 -0.52
O -0.13 -1.55 0.04 -0.62
S -3.60 -0.85 0.14 -0.67
H -2.10 0.09 0.05 -0.18
H 3.41 -0.21 -0.38 0.31
H 2.02 -1.60 -0.80 0.20
H 1.72 1.20 0.66 0.25
H -2.83 -2.01 0.53 0.07
```

---

10.
Molecular formula: C5H5O4P
Method: DFT, ωB97M-V with the def2-TZVPD basis set

Its total energy is -835.83668 hartree. For the LUMO energy, the calculation gives -0.0155 Ha. As for the charge: 0. The HOMO-LUMO gap comes out at 9.1 eV.

Structure (XYZ):
```
15
Properties=species:S:1:pos:R:3:mulliken_charge:R:1
C -0.33 0.37 1.95 -0.87
C -0.56 0.42 0.64 0.41
O -0.63 -0.69 -0.17 -0.38
C -0.76 -0.25 -1.44 -0.18
C -0.79 1.08 -1.56 -0.62
C -0.72 1.65 -0.21 0.78
O -0.77 2.79 0.16 -0.60
H -0.26 1.28 2.50 0.30
H -0.18 -0.57 2.46 0.29
H -0.83 -1.02 -2.19 0.45
H -0.89 1.65 -2.47 0.42
O 2.93 1.37 0.44 -0.38
P 2.71 0.37 -0.58 0.46
O 2.32 -0.99 0.23 -0.42
H 2.10 -1.78 -0.27 0.33
```

---

11.
Molecular formula: C5H5P
Method: DFT, ωB97M-V with the def2-TZVPD basis set

Its total energy is -534.63843 hartree. The value obtained for the energy above the lowest of the compared OMol25 structures with the same formula, charge and spin is 95.0 kcal per mole. For the LUMO energy, the calculation gives 0.0172 Ha. As for the charge: 0. The HOMO-LUMO gap comes out at 8.5 eV.

Structure (XYZ):
```
11
Properties=species:S:1:pos:R:3:mulliken_charge:R:1
C 0.95 1.33 -0.33 -0.29
C 0.84 0.91 0.89 -0.32
C 0.56 -0.08 -0.22 -0.46
C -0.81 -0.42 -0.72 -0.42
C -2.25 -0.42 0.49 -0.18
P -2.07 0.91 -0.45 -0.24
H 0.88 2.10 -1.16 0.32
H 0.83 1.11 1.96 0.32
H 1.20 -0.90 -0.47 0.38
H -1.02 -1.28 -1.29 0.54
H -2.57 -1.12 1.39 0.34
```

---

12.
Molecular formula: C5H6
Method: DFT, ωB97M-V with the def2-TZVPD basis set

Its total energy is -194.07667 hartree. The value obtained for the energy above the lowest of the compared OMol25 structures with the same formula, charge and spin is 2.4 kcal per mole. For the LUMO energy, the calculation gives 0.0460 Ha. As for the charge: 0. The HOMO-LUMO gap comes out at 9.8 eV.

Structure (XYZ):
```
11
Properties=species:S:1:pos:R:3:mulliken_charge:R:1
C -1.30 0.22 0.00 -0.36
C -0.68 -0.98 0.00 -0.46
C 0.82 -0.79 0.03 -0.33
C 0.94 0.72 -0.03 -0.47
C -0.28 1.28 0.01 -0.42
H -2.36 0.30 0.02 0.42
H -1.21 -1.91 -0.11 0.35
H 1.28 -1.15 0.94 0.24
H 1.38 -1.22 -0.84 0.24
H 1.91 1.20 -0.04 0.39
H -0.51 2.33 0.03 0.41
```